Entry 1:
Density functional theory data (ωB97M-V/def2-TZVPD) for a single C2H6N4O2 molecule.

Last column: Löwdin charge in e.
Positions of all 14 atoms, in Å:
1 C 0.94 0.35 0.30  -0.567
2 C -1.96 -0.48 -0.48  -0.245
3 H 2.75 -0.44 0.63  0.113
4 H 2.16 1.89 -0.22  0.197
5 H 0.50 -1.38 1.33  0.072
6 H -1.80 0.09 1.53  0.259
7 H -2.72 -0.81 0.14  0.072
8 H -2.83 -0.40 -2.46  0.059
9 N 1.98 0.82 -0.43  -0.018
10 N 1.09 -0.65 1.01  0.160
11 N -1.14 0.05 0.52  -0.085
12 N -1.95 -0.23 -1.85  0.044
13 O 3.20 0.20 -0.12  -0.100
14 O -0.21 1.00 0.09  0.038

total charge = 0
SMILES string = [H]/N=C(/NO)ON/C=N/[H]
energy above the lowest of the compared OMol25 structures with the same formula, charge and spin = 153.59 kcal/mol
orbital gap = 9.4 eV

Entry 2:
Density functional theory data (ωB97M-V/def2-TZVPD) for a molecular structure, C49H61N4P2SeSiV.

Last column: Löwdin charge in e.
Positions of all 119 atoms, in Å:
1 V -0.17 -0.84 -0.69  0.358
2 C -0.48 2.74 1.03  -0.236
3 Si -1.05 0.98 0.69  0.555
4 C -2.65 0.91 -0.39  -0.291
5 C -3.94 0.95 0.18  -0.088
6 C -5.08 0.79 -0.59  -0.064
7 C -4.98 0.58 -1.97  -0.068
8 C -3.73 0.54 -2.56  -0.080
9 C -2.57 0.69 -1.79  -0.384
10 P -0.90 0.81 -2.54  1.063
11 C -0.97 2.51 -3.25  -0.434
12 C -1.35 3.60 -2.24  -0.184
13 C -1.18 5.01 -2.85  -0.180
14 C -1.26 4.96 -4.37  -0.198
15 C -0.10 4.12 -4.95  -0.179
16 C 0.28 2.96 -4.01  -0.192
17 C -0.86 -0.21 -4.10  -0.426
18 C -1.59 0.31 -5.35  -0.198
19 C -1.54 -0.74 -6.47  -0.188
20 C -0.10 -1.10 -6.83  -0.196
21 C 0.67 -1.56 -5.60  -0.191
22 C 0.59 -0.52 -4.49  -0.218
23 C -1.68 0.36 2.37  -0.310
24 C -2.24 1.21 3.33  -0.096
25 C -2.81 0.72 4.50  -0.069
26 C -2.85 -0.65 4.71  -0.069
27 C -2.29 -1.51 3.78  -0.080
28 C -1.68 -1.02 2.62  -0.339
29 P -0.86 -2.12 1.38  1.057
30 C 0.49 -2.97 2.30  -0.392
31 C 0.16 -3.74 3.62  -0.185
32 C 0.84 -5.11 3.67  -0.205
33 C 2.33 -5.02 3.37  -0.179
34 C 2.59 -4.34 2.00  -0.173
35 C 1.31 -3.84 1.34  -0.224
36 C -2.11 -3.34 0.86  -0.427
37 C -2.58 -4.46 1.80  -0.183
38 C -3.40 -5.49 1.02  -0.174
39 C -4.22 -4.87 -0.13  -0.194
40 C -4.58 -3.43 0.21  -0.182
41 C -3.31 -2.56 0.29  -0.200
42 H -1.30 3.46 1.08  0.036
43 H 0.23 3.09 0.28  0.002
44 H 0.04 2.76 2.00  0.033
45 H -4.05 1.09 1.25  0.101
46 H -6.06 0.83 -0.12  0.110
47 H -5.87 0.46 -2.57  0.109
48 H -3.67 0.40 -3.63  0.084
49 H -1.80 2.41 -3.96  0.103
50 H -0.72 3.52 -1.36  0.068
51 H -2.38 3.45 -1.90  0.116
52 H -0.20 5.41 -2.57  0.115
53 H -1.92 5.69 -2.44  0.112
54 H -1.24 5.97 -4.79  0.111
55 H -2.22 4.53 -4.67  0.112
56 H 0.77 4.75 -5.11  0.112
57 H -0.38 3.72 -5.93  0.106
58 H 1.02 3.30 -3.28  0.123
59 H 0.74 2.15 -4.58  0.078
60 H -1.34 -1.15 -3.80  0.101
61 H -1.11 1.23 -5.70  0.110
62 H -2.63 0.56 -5.14  0.089
63 H -2.07 -0.37 -7.35  0.115
64 H -2.07 -1.64 -6.13  0.118
65 H 0.40 -0.21 -7.24  0.120
66 H -0.08 -1.86 -7.61  0.112
67 H 1.71 -1.76 -5.85  0.114
68 H 0.24 -2.51 -5.23  0.106
69 H 1.08 0.40 -4.85  0.101
70 H 1.16 -0.83 -3.62  0.073
71 H -2.23 2.29 3.16  0.102
72 H -3.23 1.40 5.23  0.109
73 H -3.30 -1.05 5.61  0.108
74 H -2.35 -2.57 3.98  0.079
75 H 1.12 -2.11 2.57  0.117
76 H -0.90 -3.87 3.76  0.065
77 H 0.51 -3.14 4.46  0.123
78 H 0.36 -5.79 2.95  0.107
79 H 0.67 -5.55 4.65  0.117
80 H 2.78 -6.01 3.40  0.108
81 H 2.81 -4.45 4.17  0.112
82 H 3.10 -5.03 1.32  0.107
83 H 3.26 -3.49 2.13  0.111
84 H 0.70 -4.68 0.99  0.121
85 H 1.57 -3.25 0.47  0.063
86 H -1.60 -3.85 0.03  0.082
87 H -3.17 -4.03 2.62  0.110
88 H -1.73 -4.96 2.26  0.089
89 H -4.08 -6.01 1.71  0.112
90 H -2.73 -6.26 0.62  0.108
91 H -5.11 -5.46 -0.32  0.110
92 H -3.64 -4.88 -1.06  0.102
93 H -5.11 -3.40 1.17  0.121
94 H -5.26 -3.00 -0.53  0.111
95 H -3.51 -1.67 0.89  0.092
96 H -3.07 -2.19 -0.72  0.096
97 Se 5.76 -5.15 -2.89  1.161
98 N 5.61 -3.55 -2.11  -0.208
99 C 4.33 -3.31 -2.02  -0.334
100 C 3.78 -2.09 -1.41  -0.076
101 C 4.58 -1.07 -0.89  0.027
102 C 3.97 0.03 -0.33  -0.012
103 C 2.59 0.08 -0.26  -0.072
104 N 1.81 -0.90 -0.75  -0.023
105 C 2.41 -1.96 -1.34  -0.166
106 C 1.49 -2.98 -1.91  -0.174
107 N 0.17 -2.71 -1.82  0.050
108 C -0.68 -3.59 -2.35  -0.113
109 C -0.27 -4.77 -2.95  -0.014
110 C 1.08 -5.05 -3.01  0.029
111 C 1.98 -4.13 -2.49  -0.076
112 C 3.44 -4.32 -2.54  -0.336
113 N 4.00 -5.38 -3.05  -0.209
114 H 5.65 -1.17 -0.95  0.127
115 H 4.56 0.85 0.07  0.120
116 H 2.07 0.91 0.19  0.104
117 H -1.73 -3.33 -2.28  0.113
118 H -1.01 -5.45 -3.35  0.120
119 H 1.45 -5.96 -3.47  0.128

total charge = +1
energy above the lowest of the compared OMol25 structures with the same formula, charge and spin = 0.00 kcal/mol
orbital gap (spin up / spin down) = 6.3 / 5.9 eV
spin multiplicity = 4

Entry 3:
Density functional theory data (ωB97M-V/def2-TZVPD) for a molecular structure, C32H28BClCo2O8S.

Last column: Löwdin charge in e.
Positions of all 73 atoms, in Å:
1 C -3.45 5.48 -1.30  -0.129
2 C -2.76 4.49 -0.46  -0.578
3 C -2.40 4.66 0.85  -0.131
4 C -1.68 3.55 1.38  -0.148
5 C -1.45 2.56 0.44  -0.418
6 B -0.84 1.08 1.25  -0.867
7 C 0.72 1.54 1.03  -0.103
8 C 1.11 2.12 -0.17  -0.094
9 C 2.42 2.56 -0.39  -0.102
10 C 3.24 2.73 0.74  -0.704
11 Cl 4.70 3.63 0.58  0.665
12 C 2.82 2.28 1.99  -0.089
13 C 1.59 1.60 2.12  -0.025
14 O -1.18 1.00 2.63  0.077
15 C -2.24 0.04 2.76  -0.450
16 C -1.65 -1.25 3.31  -0.010
17 C -3.26 0.57 3.76  -0.007
18 C -2.79 -0.15 1.26  -0.429
19 C -3.28 -1.53 0.86  -0.006
20 C -3.87 0.86 0.92  -0.024
21 O -1.61 0.15 0.50  0.000
22 S -2.23 2.91 -1.05  1.046
23 H -3.95 6.20 -0.63  0.079
24 H -2.73 6.02 -1.93  0.077
25 H -4.20 4.99 -1.93  0.069
26 H -2.64 5.56 1.43  0.108
27 H -1.33 3.52 2.40  0.113
28 H 0.38 2.29 -0.96  0.076
29 H 2.74 2.85 -1.39  0.100
30 H 3.44 2.46 2.86  0.101
31 H 1.31 1.19 3.08  0.117
32 H -2.45 -1.97 3.52  0.094
33 H -0.91 -1.68 2.63  0.063
34 H -1.14 -1.03 4.25  0.100
35 H -4.10 -0.14 3.81  0.094
36 H -2.79 0.63 4.75  0.094
37 H -3.63 1.57 3.50  0.091
38 H -4.24 -1.71 1.34  0.101
39 H -3.44 -1.57 -0.23  0.090
40 H -2.60 -2.32 1.15  0.071
41 H -4.82 0.54 1.39  0.100
42 H -3.61 1.86 1.28  0.081
43 H -4.02 0.90 -0.17  0.082
44 O -1.37 -4.44 -1.17  0.151
45 C -0.95 -3.36 -1.10  -0.046
46 Co -0.42 -1.70 -0.92  0.260
47 C -1.26 -0.42 -1.91  -0.256
48 O -2.29 -0.02 -2.33  0.158
49 C 0.52 -1.61 0.55  -0.017
50 O 1.26 -1.53 1.45  0.193
51 C 2.13 -2.05 -2.20  -0.123
52 C 2.70 -3.32 -1.66  -0.240
53 C 3.30 -3.32 -0.39  -0.054
54 C 3.69 -4.51 0.23  -0.078
55 C 3.53 -5.73 -0.44  -0.090
56 C 3.01 -5.75 -1.74  -0.082
57 C 2.62 -4.55 -2.35  -0.048
58 C 1.03 -1.42 -1.87  -0.199
59 C 0.19 -0.17 -2.15  -0.098
60 Co 3.35 -0.86 -3.34  0.242
61 C 4.35 -0.07 -2.15  -0.090
62 O 4.87 0.38 -1.20  0.144
63 C 3.04 0.43 -4.49  -0.107
64 O 2.81 1.25 -5.28  0.164
65 C 4.37 -1.85 -4.35  -0.115
66 O 4.97 -2.44 -5.15  0.146
67 H 3.46 -2.37 0.13  0.109
68 H 4.08 -4.47 1.25  0.111
69 H 3.78 -6.67 0.06  0.105
70 H 2.87 -6.69 -2.27  0.106
71 H 2.21 -4.58 -3.37  0.114
72 H 0.58 0.76 -1.74  0.093
73 H 0.35 0.04 -3.24  0.172

total charge = 0
energy above the lowest of the compared OMol25 structures with the same formula, charge and spin = 99.44 kcal/mol
orbital gap = 3.9 eV

no.,E (hartree)
1,-449.0764
2,-6440.3463
3,-5486.6469